237
Properties=species:S:1:pos:R:3:forces:R:3 method="wB97M-V/def2-TZVPD" max_force_ev_per_a=4.779 total_charge=+1 energy_ev=-157184.4165 e_homo_ev=-9.63
Pb -4.185 1.329 -2.108 0.7 -0.1 0.7
C 1.484 0.852 -3.325 1.4 -2.2 1.5
F 0.871 1.824 -3.948 -0.1 0.8 0.0
F 2.476 0.355 -4.049 -0.3 0.0 -1.0
F 2.113 1.238 -2.189 -1.4 0.4 -0.5
S 0.217 -0.585 -3.036 3.3 -1.6 2.6
O -0.769 -0.338 -3.993 -3.0 1.1 -1.8
O 0.933 -1.870 -3.173 -1.5 2.9 0.9
N -0.397 -0.114 -1.454 0.7 -0.5 -3.6
S 0.289 -1.086 -0.417 1.1 -3.1 3.5
O -0.540 -2.281 -0.129 1.1 2.3 -0.5
O 1.732 -1.322 -0.531 -2.0 0.8 -0.3
C 0.198 0.040 1.167 0.0 -2.7 -0.9
F 0.144 1.282 0.848 -0.1 2.4 -0.5
F -0.896 -0.289 1.849 -0.5 0.0 0.4
F 1.256 -0.171 1.927 0.2 -0.2 0.1
C 4.024 6.234 -9.362 -2.0 0.1 0.8
C 5.442 6.056 -9.007 1.8 -0.3 -0.3
C 5.806 5.710 -7.546 -0.2 0.9 -0.2
O 7.228 5.550 -7.326 -1.5 -1.4 -0.3
C 7.911 6.739 -7.161 -0.1 1.0 -0.6
N 6.004 4.997 -9.836 0.7 -0.5 0.0
H 3.805 6.476 -10.402 0.6 -0.2 -0.1
H 3.569 7.043 -8.790 0.0 0.1 0.2
H 3.456 5.339 -9.111 -0.2 -0.2 -0.1
H 5.908 7.005 -9.274 0.5 0.0 0.0
H 5.333 4.774 -7.249 0.1 -0.1 -0.1
H 5.361 6.513 -6.957 0.3 0.1 0.7
H 7.707 7.365 -8.030 -0.1 0.6 0.1
H 8.994 6.619 -7.193 -0.1 -0.5 0.4
H 7.568 7.204 -6.237 0.3 0.4 0.1
H 6.976 4.940 -9.566 0.9 0.6 -0.6
H 5.793 4.160 -9.311 -1.1 -0.8 -0.3
C -7.006 -2.809 1.686 0.5 -1.8 0.6
C -5.999 -2.312 0.661 -0.2 -0.7 -0.8
C -5.849 -3.177 -0.670 -1.0 1.5 1.5
O -4.935 -2.592 -1.591 -0.3 -0.6 -0.1
C -4.638 -3.605 -2.561 0.9 -0.2 -0.4
N -6.432 -0.935 0.455 1.4 1.1 -1.4
H -6.819 -3.864 1.885 -0.1 -0.2 0.2
H -8.073 -2.732 1.480 0.1 0.2 -0.7
H -6.857 -2.283 2.628 0.1 0.0 0.0
H -4.999 -2.356 1.092 0.0 0.4 0.2
H -6.847 -3.248 -1.102 -0.2 0.0 -0.4
H -5.559 -4.191 -0.394 0.3 0.0 0.1
H -3.949 -4.355 -2.171 -0.2 -0.1 0.5
H -4.069 -3.225 -3.409 -0.3 0.6 0.0
H -5.528 -4.115 -2.930 -0.2 0.2 0.0
H -7.399 -0.932 0.162 -0.1 0.1 0.1
H -6.355 -0.465 1.346 -0.2 0.3 0.0
C -2.210 -10.573 6.932 -0.4 0.0 -0.6
C -1.064 -9.975 6.105 -0.4 -0.7 0.6
C -1.418 -8.693 5.371 0.7 -1.4 -0.3
O -2.395 -9.045 4.424 -0.7 0.4 0.0
C -2.845 -7.946 3.693 -0.8 0.4 -0.5
N 0.124 -9.765 6.938 -0.3 0.3 -0.1
H -2.524 -9.940 7.762 0.3 -0.1 0.2
H -2.011 -11.602 7.233 0.4 0.2 0.5
H -3.103 -10.717 6.324 0.0 0.3 -0.3
H -0.841 -10.689 5.312 -0.1 -0.2 -0.2
H -0.527 -8.512 4.770 0.4 1.0 0.3
H -1.696 -7.892 6.057 -0.1 0.2 -0.1
H -2.076 -7.345 3.208 0.5 -0.3 -0.1
H -3.429 -7.228 4.269 0.0 0.0 0.6
H -3.541 -8.286 2.926 0.2 -0.3 -0.1
H 0.885 -9.503 6.328 0.3 0.1 0.0
H 0.397 -10.643 7.357 0.0 -0.1 0.1
C 1.231 -7.515 -1.913 0.3 -0.6 0.4
C 2.079 -8.093 -3.026 -1.4 0.7 -1.8
C 1.130 -8.812 -4.115 1.2 0.2 0.8
O 1.817 -9.613 -5.091 -0.2 -0.9 0.6
C 2.329 -10.895 -4.633 0.2 0.7 -0.3
N 2.768 -6.936 -3.656 0.5 -0.9 0.1
H 0.737 -8.328 -1.381 -0.2 0.1 0.1
H 0.500 -6.794 -2.278 -0.1 0.0 0.0
H 1.897 -7.019 -1.206 -0.1 0.2 0.0
H 2.798 -8.793 -2.600 0.1 0.0 -0.2
H 0.645 -8.014 -4.677 0.1 0.1 -0.1
H 0.318 -9.336 -3.610 0.1 -0.6 0.1
H 2.997 -10.716 -3.790 0.0 -0.3 0.1
H 2.876 -11.387 -5.437 0.4 0.7 -0.2
H 1.629 -11.702 -4.416 -0.9 0.6 0.5
H 2.141 -6.158 -3.798 -0.3 0.0 0.2
H 3.070 -7.204 -4.582 0.3 -0.1 -0.2
C -4.123 -0.336 -9.821 0.2 -0.6 -1.0
C -5.568 0.134 -9.855 0.7 -1.4 -0.6
C -6.654 -0.988 -9.805 0.3 0.8 -0.8
O -7.912 -0.380 -9.920 -1.5 0.8 0.2
C -8.982 -1.290 -9.691 0.7 -0.6 0.8
N -5.638 1.018 -8.769 -1.6 1.9 2.0
H -3.919 -0.904 -10.729 0.3 -0.3 0.1
H -3.846 -0.893 -8.927 -0.3 -0.3 0.0
H -3.476 0.542 -9.817 -0.1 0.0 -0.1
H -5.669 0.770 -10.735 -0.3 -0.4 -0.4
H -6.647 -1.511 -8.849 0.5 -0.3 0.2
H -6.581 -1.679 -10.645 0.5 -0.4 0.1
H -8.989 -2.087 -10.435 -0.3 0.1 -0.3
H -9.968 -0.857 -9.520 0.3 0.7 -0.8
H -8.830 -1.794 -8.737 0.4 -0.3 0.3
H -5.978 0.521 -7.959 0.3 -0.3 0.5
H -6.424 1.629 -8.938 -0.2 0.5 0.0
C -3.172 5.928 1.815 -0.2 0.1 -0.2
C -3.942 5.000 0.862 -1.6 -0.3 0.9
C -5.438 5.414 0.499 2.8 -0.2 -1.0
O -5.970 4.310 -0.253 -0.1 1.0 0.6
C -7.355 4.487 -0.524 0.0 -0.8 -0.5
N -3.102 4.662 -0.318 -0.8 0.0 0.5
H -2.135 5.591 1.832 0.0 -0.1 0.3
H -3.567 5.901 2.830 0.0 -0.1 0.0
H -3.120 6.973 1.511 -0.3 0.1 -0.2
H -4.155 4.090 1.422 0.5 -0.4 0.0
H -5.314 6.291 -0.136 -0.5 0.2 -0.4
H -6.021 5.728 1.366 0.0 -0.5 0.2
H -7.633 5.492 -0.841 0.2 0.1 0.1
H -7.969 4.157 0.314 0.0 0.2 0.2
H -7.550 3.815 -1.360 -0.3 0.0 -0.1
H -2.225 4.392 0.103 0.4 -0.5 -0.1
H -2.853 5.567 -0.690 0.0 0.2 -0.8
C 5.685 3.097 3.214 0.2 -0.7 0.1
C 6.793 3.877 2.517 -1.1 0.6 0.3
C 6.997 3.475 1.067 -0.4 -0.5 0.1
O 7.965 4.247 0.436 0.9 0.3 -0.4
C 7.991 4.083 -0.978 0.2 1.0 0.3
N 6.271 5.232 2.615 0.7 1.5 -1.1
H 5.781 3.278 4.285 -0.1 -0.2 0.1
H 5.643 2.024 3.027 0.2 0.0 0.0
H 4.730 3.522 2.905 0.0 -0.1 -0.1
H 7.755 3.879 3.030 0.1 -0.8 0.1
H 6.080 3.567 0.485 -0.5 0.0 0.2
H 7.289 2.425 1.068 0.1 -0.4 -0.1
H 8.703 4.814 -1.361 0.0 0.1 0.1
H 7.011 4.350 -1.373 -0.2 -0.2 -0.2
H 8.330 3.121 -1.363 -0.2 -0.4 0.4
H 5.770 5.502 3.450 0.1 -0.6 0.2
H 7.069 5.847 2.542 -0.2 0.5 -0.2
C 4.647 -8.681 2.906 0.3 0.4 -0.7
C 5.289 -8.032 4.110 0.2 1.3 0.0
C 4.837 -6.515 4.187 1.0 -0.6 -1.5
O 5.484 -5.674 3.102 -0.4 -1.8 2.3
C 5.574 -4.348 3.559 -0.6 0.6 -0.9
N 4.950 -8.799 5.287 -0.9 -0.4 0.9
H 5.017 -9.697 2.776 -0.1 0.0 -0.1
H 4.921 -8.076 2.042 0.2 -0.2 -0.3
H 3.557 -8.661 2.905 0.0 -0.2 0.5
H 6.373 -8.061 4.001 0.2 0.4 -0.4
H 5.074 -6.076 5.156 0.0 0.0 0.0
H 3.768 -6.504 3.975 -0.1 0.3 0.3
H 5.844 -3.766 2.678 0.0 0.2 0.1
H 6.281 -4.095 4.349 0.3 -0.6 0.2
H 4.591 -4.015 3.893 -0.2 0.2 0.1
H 5.410 -9.698 5.271 -0.1 -0.1 -0.2
H 5.138 -8.426 6.207 0.2 0.6 -0.2
C -2.957 6.298 -6.929 0.4 0.7 0.1
C -3.646 5.829 -5.667 -0.7 -0.1 -0.2
C -5.159 6.243 -5.638 1.1 -0.9 1.4
O -5.247 7.607 -5.781 -0.3 1.3 -0.5
C -6.558 8.124 -5.871 -0.6 0.3 0.2
N -3.520 4.364 -5.511 -0.6 0.3 0.1
H -3.459 6.000 -7.849 0.0 -0.1 0.0
H -1.922 5.956 -6.940 0.0 -0.3 -0.1
H -2.855 7.383 -6.902 -0.3 0.1 -0.2
H -3.089 6.246 -4.828 -0.4 0.4 0.2
H -5.547 5.977 -4.655 -0.1 -0.2 0.5
H -5.801 5.674 -6.311 0.2 0.0 -0.8
H -7.106 7.792 -6.753 0.3 0.0 -0.4
H -6.542 9.213 -5.831 0.5 -0.1 -0.4
H -7.232 7.884 -5.048 0.3 -0.6 0.6
H -3.955 4.010 -6.351 0.0 -0.7 -0.2
H -2.532 4.181 -5.617 0.2 -0.3 0.0
C -3.134 -2.574 9.046 -0.3 0.5 0.0
C -4.575 -2.051 9.093 -0.3 -0.4 0.2
C -5.408 -2.535 10.301 0.2 -1.8 -0.2
O -5.647 -3.974 10.190 0.7 0.3 0.1
C -6.278 -4.482 11.386 0.6 0.5 -1.3
N -4.663 -0.581 9.010 -0.2 0.3 0.2
H -3.043 -3.657 8.966 -0.3 0.0 0.5
H -2.592 -2.165 9.899 0.3 -0.2 0.0
H -2.707 -2.226 8.106 0.2 0.4 0.1
H -5.012 -2.514 8.208 -0.6 0.3 -0.1
H -6.401 -2.098 10.403 0.0 0.6 -0.4
H -4.874 -2.340 11.231 0.2 0.1 0.2
H -7.163 -3.848 11.437 -0.2 -0.3 1.2
H -5.545 -4.476 12.193 -0.4 0.6 0.5
H -6.541 -5.536 11.297 -0.1 0.1 -0.6
H -3.807 -0.046 8.980 0.6 -0.6 -0.4
H -5.089 -0.160 9.823 -0.5 -0.3 0.2
C -2.137 4.399 13.142 -0.4 -0.3 -1.1
C -2.297 4.186 11.581 0.6 -0.6 0.1
C -1.416 2.996 11.075 1.4 1.5 0.5
O -1.323 2.928 9.674 -0.3 -0.4 -0.6
C -0.125 2.299 9.173 -1.4 0.7 -0.2
N -3.643 3.867 11.231 -2.0 -0.5 0.5
H -2.947 4.987 13.573 -0.4 -0.1 -0.3
H -1.262 4.961 13.468 0.4 -0.4 -0.5
H -2.168 3.408 13.594 0.1 0.1 0.2
H -2.080 5.095 11.020 1.1 0.1 0.2
H -1.646 2.008 11.474 -0.5 0.1 0.4
H -0.412 3.264 11.407 0.4 -0.2 0.5
H -0.342 2.229 8.107 0.5 0.1 -0.1
H 0.048 1.278 9.513 -0.1 0.0 0.5
H 0.718 2.955 9.391 0.2 -0.2 -0.1
H -3.799 3.751 10.240 0.5 -0.1 -0.2
H -4.280 4.604 11.498 -0.1 0.1 0.2
C 2.087 7.789 -2.036 0.3 0.7 -0.7
C 2.704 8.034 -0.659 -0.5 0.9 -1.3
C 1.998 9.227 -0.017 0.6 0.6 0.3
O 2.303 10.446 -0.706 0.5 -0.5 0.4
C 1.703 11.553 -0.048 -0.9 -0.5 -1.1
N 2.559 6.825 0.085 -0.6 -0.5 0.9
H 2.317 8.599 -2.728 0.2 0.1 0.1
H 0.997 7.761 -2.016 -0.1 -0.2 0.4
H 2.439 6.873 -2.511 0.1 -0.1 0.1
H 3.777 8.218 -0.712 0.1 0.7 -0.6
H 2.310 9.347 1.020 0.3 -0.1 0.3
H 0.922 9.069 0.048 -0.3 -0.1 -0.3
H 0.640 11.376 -0.215 -0.5 0.4 0.6
H 1.915 12.479 -0.583 0.5 -0.2 0.1
H 1.932 11.632 1.014 0.2 -0.1 0.0
H 3.276 6.847 0.796 0.0 -0.6 0.3
H 2.771 6.101 -0.586 0.2 -0.5 0.5
C 8.872 -3.118 -1.486 0.0 -0.3 -1.0
C 7.594 -3.422 -2.291 -0.1 0.4 1.0
C 7.823 -3.513 -3.829 1.2 0.5 1.1
O 8.574 -2.366 -4.283 0.3 -1.2 0.1
C 7.756 -1.325 -4.688 -0.5 0.8 0.0
N 7.011 -4.639 -1.741 0.0 -0.5 -0.8
H 9.185 -2.125 -1.809 0.5 -0.1 0.4
H 9.635 -3.875 -1.668 0.2 0.1 -0.4
H 8.733 -3.193 -0.408 -0.5 0.4 0.0
H 6.923 -2.610 -2.009 -0.2 0.6 -0.6
H 6.954 -3.633 -4.476 -0.4 0.0 0.4
H 8.446 -4.400 -3.949 0.2 0.1 -0.3
H 7.024 -1.671 -5.418 -0.3 0.0 -0.1
H 8.311 -0.507 -5.147 0.5 -0.3 -0.1
H 7.260 -0.857 -3.838 -0.4 -0.1 0.2
H 6.168 -4.829 -2.263 -0.3 -0.3 0.1
H 6.725 -4.463 -0.789 0.0 -0.1 0.1